DFT (ωB97M-V with the def2-TZVPD basis set) results for CO3S3 in the gas phase in a non-equilibrium geometry.

```
! RIJCOSX wB97M-V def2-TZVPD def2/J DEFGRID3
* xyz 0 1
C 0.777 1.269 -1.039
O -1.533 -0.105 0.191
O -0.329 -2.178 0.210
O 0.186 -0.467 1.944
S -0.039 2.473 -1.392
S 1.416 -0.137 -0.619
S -0.480 -0.854 0.706
*
```

Its energy above the lowest of the compared OMol25 structures with the same formula, charge and spin is 17.9 kcal/mol. The value obtained for the total energy is -1458.335972 a.u. The orbital gap comes out at 9.0 eV. For the HOMO energy, the calculation gives -10.63 eV. The LUMO energy comes out at -0.0590 Eh.

Atom charges from the natural (NBO) analysis, given in e for atoms 1 to 4: atom 1 (C): -0.3548, atom 2 (O): -0.8818, atom 3 (O): -0.8793, atom 4 (O): -0.8653

DFT (ωB97M-V with the def2-TZVPD basis set) results for a molecular structure, C14H24F3N3OSSe2Te2Tl.

```
! RIJCOSX wB97M-V def2-TZVPD def2/J DEFGRID3
* xyz 1 1
Tl -0.642 -1.484 1.340
Se -1.530 -1.154 4.634
Te -1.604 -3.164 5.891
Te -3.087 -4.850 4.334
Se -3.548 -3.543 2.414
O 0.196 -0.752 -1.020
S 0.212 0.206 -2.200
C 1.641 -0.246 -3.222
C 1.124 -0.457 -4.641
C -0.201 -1.200 -4.476
C -0.978 -0.410 -3.426
H 1.994 -1.177 -2.774
H 2.405 0.522 -3.121
H 1.843 -1.014 -5.240
H 0.960 0.505 -5.132
H -0.017 -2.215 -4.121
H -0.756 -1.268 -5.410
H -1.718 -0.980 -2.867
H -1.459 0.472 -3.854
F 6.885 -1.289 0.659
C 6.376 -1.024 1.867
F 6.886 -1.913 2.730
F 6.803 0.189 2.238
C 4.867 -1.086 1.866
C 4.178 -1.653 0.810
C 2.795 -1.688 0.879
N 2.105 -1.204 1.913
C 2.787 -0.667 2.929
C 4.167 -0.585 2.950
H 4.701 -2.053 -0.047
H 2.212 -2.114 0.068
H 2.201 -0.285 3.757
H 4.681 -0.141 3.791
C -3.256 2.143 -1.397
C -3.210 2.111 0.125
C -4.557 1.661 0.681
C -2.845 3.493 0.667
N -2.192 1.087 0.454
N -1.903 0.907 1.840
H -4.018 2.843 -1.739
H -3.493 1.151 -1.791
H -2.294 2.466 -1.811
H -5.356 2.283 0.278
H -4.600 1.747 1.770
H -4.755 0.622 0.403
H -3.569 4.236 0.329
H -1.857 3.803 0.312
H -2.850 3.520 1.759
H -1.314 1.332 0.009
H -2.735 0.533 2.282
H -1.675 1.782 2.310
*
```

Its energy above the lowest of the compared OMol25 structures with the same formula, charge and spin is 3.3 kcal/mol. The value obtained for the total energy is -6996.346475 a.u. The orbital gap (spin up / spin down) comes out at 6.2 / 6.0 eV. For the HOMO energy (spin up / spin down), the calculation gives -10.78 / -10.75 eV. The LUMO energy (spin up / spin down) comes out at -0.1694 / -0.1754 Eh.

Atom charges from the natural (NBO) analysis, given in e for atoms 1 to 4: atom 1 (Tl): 0.8031, atom 2 (Se): -0.3629, atom 3 (Te): 0.3693, atom 4 (Te): 0.3391

DFT (ωB97M-V with the def2-TZVPD basis set) results for C6H9N in the gas phase in a non-equilibrium geometry.

```
! RIJCOSX wB97M-V def2-TZVPD def2/J DEFGRID3
* xyz 0 1
C 0.494 -1.066 -1.313
C -0.599 -1.413 -0.380
C -0.469 -0.665 0.904
C -1.140 0.702 0.505
C 0.256 1.048 -0.043
C 0.826 0.163 1.079
N 0.436 0.395 -1.340
H 0.313 -1.404 -2.340
H 1.469 -1.422 -1.001
H -0.470 0.443 -1.816
H -0.904 -1.204 1.749
H -1.977 0.685 -0.199
H -1.417 1.271 1.396
H 0.560 2.090 -0.155
H 1.790 -0.326 0.924
H 0.833 0.702 2.030
*
```

Its energy above the lowest of the compared OMol25 structures with the same formula, charge and spin is 115.5 kcal/mol. The value obtained for the total energy is -288.597967 a.u. The orbital gap comes out at 8.0 eV. For the HOMO energy, the calculation gives -7.83 eV. The LUMO energy comes out at 0.0058 Eh.

Atom charges from the natural (NBO) analysis, given in e for atoms 1 to 4: atom 1 (C): -0.3970, atom 2 (C): 0.1518, atom 3 (C): -0.3843, atom 4 (C): -0.3725